Below is the ion C9H20Br2ClNO2PS2 with charge +1, with properties calculated with wB97M-V/def2-TZVPD.

Summary:
SMILES = CCSC[N@@+](CCCCl)([C@H](Br)[C@@H](C)Br)P(O)(O)=S
LUMO = -0.12690 Ha
Gap between HOMO and LUMO = 9.2333 eV
DFT total energy = -7305.8502 hartree
HOMO = -12.69 eV

Geometry as ORCA input:
```
! wB97M-V def2-TZVPD RIJCOSX def2/J DEFGRID3
* xyz 1 1
C 2.315 -3.052 -1.667
C 2.409 -1.824 -2.635
S 1.012 -0.632 -2.401
C 1.255 0.114 -0.746
N 0.066 0.696 -0.026
C -0.564 -0.425 0.788
C -1.256 -1.529 -0.071
C -2.433 -2.179 0.749
Cl -3.868 -2.320 -0.370
C 0.672 1.761 0.918
Br 2.168 1.053 2.035
C -0.322 2.432 1.926
C -0.481 1.752 3.341
Br 0.544 4.194 2.346
P -1.168 1.568 -0.976
O -0.829 3.215 -1.023
O -1.336 1.118 -2.561
S -2.980 1.417 -0.249
H 1.277 -3.400 -1.538
H 2.797 -2.808 -0.705
H 2.883 -3.905 -2.082
H 3.365 -1.310 -2.439
H 2.384 -2.216 -3.663
H 2.010 0.914 -0.859
H 1.733 -0.686 -0.157
H -1.307 -0.051 1.502
H 0.200 -0.939 1.395
H -1.701 -1.179 -1.013
H -0.530 -2.317 -0.339
H -2.761 -1.555 1.591
H -2.166 -3.195 1.061
H 1.159 2.561 0.338
H -1.302 2.728 1.540
H -1.475 2.068 3.707
H -0.455 0.655 3.305
H 0.242 2.159 4.059
H -0.826 3.516 -1.940
H -0.729 1.601 -3.140
*
```